C31H32F12IN5O2Pt | ωB97M-V with the def2-TZVPD basis set

Computed properties:
Gap between HOMO and LUMO in eV: 6.639
Total charge: +2
HOMO level in eV: -12.25
2S+1: 1
DFT total energy in hartree: -3239.74913

```
84
Properties=species:S:1:pos:R:3:forces:R:3
Pt -0.70783 -0.31586 -0.23640 0.10 0.09 0.03
C 4.05409 1.11710 4.47131 0.01 0.00 0.00
C 3.30305 0.79486 3.20959 0.01 0.02 -0.01
C 3.60289 1.41988 2.00085 -0.02 -0.01 0.01
C 2.89893 1.11982 0.85456 0.00 0.00 -0.01
C 1.87908 0.15908 0.84850 0.02 -0.07 -0.05
N 1.22651 -0.13099 -0.35729 0.12 -0.05 0.09
C 1.84501 0.00529 -1.61708 0.02 0.07 0.09
C 3.08018 -0.62815 -1.78723 0.03 0.00 0.00
C 3.76090 -0.56280 -2.98379 -0.02 0.01 -0.01
C 3.21995 0.11656 -4.07472 0.00 -0.01 0.03
C 3.93400 0.17600 -5.39556 0.00 0.00 0.00
C 1.98270 0.71580 -3.90798 0.00 -0.04 0.00
C 1.27588 0.67257 -2.70237 -0.06 -0.07 -0.07
C -0.05509 1.41444 -2.61682 0.17 0.29 0.07
O -0.92121 1.12026 -1.57271 -0.32 -0.41 -0.24
C -0.89353 1.25557 -3.93260 -0.05 0.05 0.03
F -2.19606 1.45133 -3.68198 0.02 0.03 -0.04
F -0.53732 2.11185 -4.88963 0.02 -0.04 0.02
F -0.78178 0.00923 -4.42402 -0.01 0.05 0.01
C 0.25236 2.92293 -2.37077 -0.05 -0.01 -0.07
F 1.10406 3.46160 -3.22796 0.00 -0.03 0.02
F -0.87240 3.65053 -2.37422 0.02 -0.01 0.01
F 0.79213 3.04221 -1.13004 0.02 0.01 0.05
C 1.54265 -0.46677 2.06460 -0.01 0.04 0.05
C 2.27119 -0.12848 3.21111 -0.02 0.02 -0.01
C 0.47134 -1.56112 2.19635 0.06 -0.15 -0.03
O -0.46747 -1.69940 1.17729 0.01 0.18 0.21
C 1.17918 -2.95149 2.28633 0.01 0.00 -0.04
F 1.81586 -3.19693 1.13478 0.00 0.01 -0.05
F 0.27887 -3.91960 2.48050 0.00 0.00 -0.01
F 2.08073 -3.02081 3.26150 0.00 0.03 0.02
C -0.35260 -1.37583 3.52122 -0.04 -0.12 0.00
F 0.21267 -1.83681 4.62165 -0.02 0.03 0.01
F -0.63038 -0.04924 3.74418 0.01 0.03 -0.04
F -1.56620 -1.96073 3.42319 0.06 0.00 0.05
H 5.04909 1.49821 4.24856 0.00 0.00 0.00
H 4.16230 0.23577 5.10246 -0.01 0.00 0.00
H 3.53262 1.88000 5.05269 0.00 0.00 0.00
H 4.39645 2.15581 1.95784 0.00 0.00 0.00
H 3.14391 1.61408 -0.07639 0.00 0.00 0.00
H 3.50718 -1.16297 -0.94693 -0.01 0.00 0.00
H 4.72212 -1.05320 -3.07683 0.00 0.00 0.00
H 5.00440 0.02119 -5.27175 0.00 0.00 0.00
H 3.78270 1.13842 -5.88294 0.00 0.00 0.00
H 3.56272 -0.59761 -6.07029 0.00 0.00 0.00
H 1.56297 1.24933 -4.74986 0.01 0.00 -0.01
H 2.05156 -0.62503 4.14633 0.01 0.01 0.00
N -4.03745 0.68787 4.17288 -0.01 -0.01 -0.01
C -3.38856 0.66293 2.80035 0.00 0.01 0.01
C -2.66701 1.98966 2.58186 -0.08 -0.01 -0.01
C -2.08211 2.11839 1.16797 0.04 -0.02 0.09
N -0.79831 1.33424 1.02501 -0.10 0.04 0.06
C -3.14994 1.77676 0.13538 0.02 0.00 -0.04
C -3.79110 0.41329 0.35361 0.05 -0.06 0.04
N -2.80030 -0.70182 0.19033 -0.04 -0.07 0.04
C -4.44078 0.35519 1.74126 0.04 0.04 0.03
H -3.34079 0.85238 4.90516 0.01 -0.01 -0.01
H -4.50117 -0.20018 4.38274 0.00 0.00 0.00
H -4.74069 1.42915 4.23939 0.00 0.00 0.00
H -2.67405 -0.15205 2.87421 0.00 0.02 -0.05
H -1.89338 2.13502 3.34049 0.01 0.00 -0.02
H -3.38642 2.80794 2.69346 0.01 0.00 0.00
H -1.80712 3.16283 1.02428 0.01 0.00 0.02
H -0.41798 1.10710 1.94370 0.09 0.01 -0.03
H -0.10804 1.93961 0.57557 -0.01 0.01 -0.02
H -2.75159 1.85909 -0.87098 0.05 -0.01 -0.04
H -3.93465 2.53184 0.23280 0.00 -0.01 -0.04
H -4.55963 0.27608 -0.40506 -0.04 -0.02 0.04
H -3.18163 -1.43159 -0.40747 0.01 0.13 -0.14
H -2.61990 -1.18997 1.07036 -0.05 -0.03 0.00
H -4.89268 -0.62523 1.91712 0.00 0.00 0.00
H -5.24091 1.10063 1.77380 0.00 0.00 -0.01
I 2.10811 -5.01186 -2.39480 0.00 0.00 0.00
C 0.47796 -3.73800 -2.47815 0.01 0.00 0.00
C -0.52149 -3.88123 -3.42920 -0.01 0.01 0.00
C -1.56804 -2.97030 -3.44563 0.02 -0.01 0.00
C -1.58324 -1.94879 -2.52336 0.01 0.09 -0.05
N -0.62063 -1.83020 -1.59463 -0.13 -0.05 0.00
C 0.39143 -2.70395 -1.56253 -0.01 -0.01 0.00
H -0.48028 -4.68286 -4.15443 0.00 0.00 0.00
H -2.35367 -3.03440 -4.18461 0.00 0.00 0.00
H -2.33612 -1.17203 -2.55012 -0.01 -0.01 0.03
H 1.13180 -2.55147 -0.79795 0.02 0.01 0.03
```
Positions in Å, forces in eV/Å.